Entry from OMol25: 2 unconnected molecules or ions with the total composition C10H16 at a distorted geometry (ωB97M-V/def2-TZVPD).

Calculated values
SMILES   Cc1ccccc1.CCC
Kohn-Sham gap   0.364 Eh
HOMO energy   -8.966 eV
Energy relative to the best compared isomer or geometry (same formula, charge and spin)   173.9 kJ/mol

Last column: Löwdin charge in e.
Atoms and positions in Å:
C: 2.93918 -1.32485 0.06782  -0.058
C: 2.03459 -0.76456 -1.00845  -0.277
C: 0.85851 -0.09486 -0.77322  -0.069
C: 0.14131 0.63575 -1.73281  -0.080
C: 0.56741 0.42734 -3.03406  -0.117
C: 1.66725 -0.35957 -3.29491  -0.119
C: 2.46209 -0.98469 -2.35072  -0.042
H: 3.88390 -0.75112 0.19073  0.088
H: 3.35281 -2.23953 -0.34845  0.067
H: 2.44874 -1.38812 1.05654  0.082
H: 0.46516 -0.16232 0.24923  0.089
H: -0.71120 1.23688 -1.47693  0.096
H: -0.13983 0.97487 -3.75264  0.127
H: 1.96074 -0.70602 -4.32071  0.115
H: 3.32563 -1.51950 -2.64550  0.098
C: -1.64911 1.75422 2.54895  -0.123
C: -1.90166 0.32485 2.11256  -0.334
C: -3.27870 -0.27076 1.81213  -0.124
H: -2.56541 2.39137 2.59451  0.078
H: -1.30395 2.24699 1.61354  0.064
H: -0.90259 1.97129 3.29903  0.061
H: -1.29760 0.08608 1.19535  0.065
H: -1.40798 -0.35331 2.87156  0.113
H: -4.04145 0.38567 1.36444  0.068
H: -3.05011 -1.05057 1.07088  0.076
H: -3.85774 -0.46554 2.69113  0.055

---

Entry from OMol25: a molecular structure, C50H54AsN9O2PbS2 (ωB97M-V/def2-TZVPD).

Calculated values
Kohn-Sham gap (alpha / beta)   0.201 / 0.172 Eh
HOMO energy (alpha / beta)   -12.740 / -12.697 eV
Total charge   +2

Last column: Löwdin charge in e.
Atoms and positions in Å:
Pb: -0.74325 1.96540 -0.53706  1.227
C: -0.54345 3.94780 3.55356  -0.050
C: -1.57396 3.39410 4.31909  -0.033
C: -2.52063 2.60700 3.70974  0.014
C: -2.45751 2.36756 2.33005  -0.312
N: -1.43021 2.86641 1.61294  -0.022
C: -0.51122 3.64664 2.21789  -0.170
N: -3.50493 1.64450 1.78898  0.188
C: -3.72118 1.41002 0.54923  -0.290
N: -2.92679 1.60605 -0.57829  -0.016
C: -3.68494 1.34592 -1.71875  -0.283
N: -3.41990 1.50739 -2.96254  0.172
C: -2.38374 2.25188 -3.48847  -0.382
C: -2.28511 2.29285 -4.88921  0.004
C: -1.35878 3.10565 -5.49189  -0.034
C: -0.52589 3.90457 -4.69857  -0.069
C: -0.64885 3.79570 -3.33789  -0.191
N: -1.53057 2.97172 -2.73176  -0.028
C: -4.98668 0.79453 -1.27876  -0.110
C: -6.06648 0.34550 -2.00982  0.008
C: -7.17922 -0.08987 -1.29551  -0.047
C: -7.19911 -0.05489 0.09952  -0.048
C: -6.10771 0.41954 0.82208  0.004
C: -5.00866 0.83362 0.09941  -0.122
H: 0.20878 4.59388 3.98661  0.116
H: -1.63548 3.59559 5.38212  0.122
H: -3.34789 2.17202 4.25460  0.125
H: 0.28689 4.02594 1.58384  0.102
H: -2.97998 1.69256 -5.46076  0.125
H: -1.29448 3.15042 -6.57283  0.122
H: 0.17490 4.60528 -5.13351  0.114
H: -0.03842 4.40491 -2.67578  0.103
H: -6.04421 0.33440 -3.09303  0.122
H: -8.04843 -0.45336 -1.83052  0.114
H: -8.08359 -0.39203 0.62692  0.113
H: -6.11411 0.46498 1.90451  0.122
C: 1.97001 -0.63671 5.51226  -0.054
C: 1.29565 0.61291 4.95705  -0.181
N: 1.73166 0.93480 3.58213  -0.098
C: 3.03961 1.59935 3.43372  -0.226
C: 4.17854 0.64954 3.07432  -0.065
C: 0.99363 0.56651 2.53671  -0.658
S: 1.62893 1.02303 0.94879  0.770
N: -0.11245 -0.12188 2.74797  0.136
C: -0.95141 -0.58027 1.79729  -0.417
O: -0.97873 -0.23477 0.58796  -0.207
C: -1.93600 -1.61181 2.23665  -0.129
C: -1.80741 -2.27093 3.45992  -0.009
C: -2.73580 -3.23114 3.83321  -0.050
C: -3.80667 -3.52704 2.99701  -0.044
C: -3.94439 -2.86870 1.78051  -0.071
C: -3.00799 -1.92133 1.40118  -0.053
H: 1.45128 -0.96120 6.41512  0.087
H: 3.01319 -0.45924 5.77713  0.075
H: 1.92751 -1.45226 4.78655  0.072
H: 1.53669 1.48753 5.56071  0.124
H: 0.21994 0.49643 4.94649  0.104
H: 3.24169 2.09333 4.38126  0.126
H: 2.94710 2.38151 2.67856  0.087
H: 4.34200 -0.09080 3.85570  0.074
H: 5.10190 1.21774 2.94804  0.088
H: 3.97957 0.11849 2.13906  0.050
H: -0.97431 -2.02713 4.10803  0.107
H: -2.62937 -3.74675 4.77944  0.114
H: -4.53864 -4.26701 3.29764  0.117
H: -4.78655 -3.08656 1.13413  0.121
H: -3.12662 -1.39114 0.46271  0.105
C: 2.69493 1.74749 -4.86285  -0.247
As: 2.03411 1.52609 -3.06177  1.157
C: 3.13775 0.04909 -2.47478  -0.263
C: 2.73153 3.09215 -2.05149  -0.294
C: 4.22584 3.05724 -2.05646  -0.328
C: 4.91430 2.42862 -1.01968  -0.067
C: 6.29982 2.39157 -1.01579  -0.060
C: 7.01264 2.98437 -2.05102  -0.057
C: 6.33550 3.61604 -3.08616  -0.053
C: 4.94817 3.65206 -3.08836  -0.052
H: 3.78232 1.70980 -4.81322  0.042
H: 2.36213 2.69223 -5.28542  0.031
H: 2.32332 0.92753 -5.47412  0.042
H: 4.18051 0.36355 -2.49838  0.043
H: 2.99749 -0.76928 -3.17545  0.032
H: 2.86765 -0.27609 -1.47187  -0.004
H: 2.31415 3.01734 -1.04907  0.021
H: 2.31699 3.96285 -2.55375  0.072
H: 4.35419 1.96266 -0.21172  0.091
H: 6.82800 1.90699 -0.20359  0.111
H: 8.09580 2.96315 -2.04537  0.116
H: 6.88938 4.08583 -3.88947  0.116
H: 4.42286 4.16025 -3.89095  0.118
C: -2.97574 -5.46485 -0.65126  -0.082
C: -2.71485 -4.01485 -1.04369  -0.232
C: -1.22438 -3.72892 -1.05357  -0.140
N: -0.98909 -2.31207 -1.37222  0.073
C: -0.14649 -1.78053 -2.21614  -0.710
S: -0.39373 -0.13971 -2.71648  0.674
N: 0.85517 -2.50075 -2.79480  0.119
C: 1.70445 -3.55133 -2.31333  -0.389
O: 2.24336 -4.23312 -3.13945  0.147
C: 1.94995 -3.66753 -0.84901  -0.158
C: 2.36253 -4.90951 -0.37383  0.003
C: 2.62018 -5.08157 0.97680  -0.041
C: 2.48382 -4.00887 1.85200  -0.049
C: 2.09893 -2.76221 1.37398  -0.062
C: 1.83291 -2.58880 0.02336  -0.049
H: -4.04143 -5.68818 -0.69022  0.082
H: -2.62837 -5.66656 0.36525  0.080
H: -2.46735 -6.15744 -1.32700  0.083
H: -3.20336 -3.34489 -0.33000  0.054
H: -3.13146 -3.80136 -2.03133  0.126
H: -0.73233 -4.34378 -1.80341  0.132
H: -0.77755 -3.95595 -0.08501  0.133
H: -1.53922 -1.63576 -0.85370  0.093
H: 1.08910 -2.22325 -3.73571  0.139
H: 2.46927 -5.73088 -1.07287  0.131
H: 2.93342 -6.04993 1.34788  0.118
H: 2.68212 -4.14726 2.90894  0.113
H: 1.99955 -1.92309 2.05433  0.080
H: 1.54348 -1.60727 -0.33213  0.059

---

Entry from OMol25: a molecular structure, C22H53AlBF3NO2 at a distorted geometry (ωB97M-V/def2-TZVPD).

Calculated values
Kohn-Sham gap   0.237 Eh
HOMO energy   -4.094 eV
Total charge   -1

Last column: Löwdin charge in e.
Atoms and positions in Å:
N: 1.90316 -1.00750 4.31682  0.057
B: 1.72109 0.35512 3.73651  -0.635
O: 1.60205 0.35461 2.30458  -0.031
Al: 1.63867 2.24824 4.80892  0.306
C: 0.03290 3.36701 4.16384  -0.301
C: -1.26049 3.01982 4.88679  -0.306
O: -1.56589 1.60909 4.86563  -0.144
C: -2.58880 1.24104 4.01073  -0.142
C: -3.42136 0.12522 4.61660  -0.540
F: -3.71272 0.31746 5.92493  0.133
F: -2.82156 -1.09061 4.50136  0.118
F: -4.62192 0.02018 3.94755  0.085
H: 1.27220 -1.64096 3.82320  0.035
H: 2.84088 -1.35710 4.12710  0.036
H: 0.71431 0.66591 2.09628  0.042
H: 3.01044 3.08758 4.51253  -0.124
H: 1.47280 2.05362 6.42176  -0.106
H: -0.12169 3.30886 3.07584  0.037
H: 0.27066 4.41130 4.41934  0.037
H: -1.18351 3.29528 5.94661  0.107
H: -2.14112 3.53412 4.46582  0.098
H: -2.19757 0.84308 3.06887  0.122
H: -3.27534 2.06806 3.78597  0.134
C: -4.17947 0.00074 -3.01551  -0.109
C: -4.34879 -0.77611 -1.71399  -0.266
C: -3.96129 0.03553 -0.47958  -0.221
C: -2.51009 0.51728 -0.47345  -0.221
C: -1.45974 -0.58575 -0.59747  -0.259
C: -1.49855 -1.59521 0.54546  -0.093
H: -3.13895 0.28941 -3.17204  0.045
H: -4.48585 -0.59622 -3.87626  0.069
H: -4.78176 0.91237 -3.00775  0.076
H: -3.75385 -1.69237 -1.76050  0.098
H: -5.38944 -1.09541 -1.61159  0.102
H: -4.16071 -0.55706 0.41730  0.102
H: -4.61453 0.91187 -0.41186  0.110
H: -2.33360 1.07353 0.45217  0.104
H: -2.36492 1.23700 -1.28396  0.077
H: -0.47139 -0.11770 -0.62443  0.103
H: -1.57153 -1.10875 -1.55251  0.098
H: -1.35302 -1.10067 1.50301  0.063
H: -0.70337 -2.33347 0.43957  0.056
H: -2.44734 -2.13338 0.58691  0.070
C: -0.98807 3.64896 -2.59653  -0.099
C: -1.62104 3.13590 -3.88728  -0.265
C: -0.88859 1.93949 -4.49303  -0.232
C: 0.56794 2.20853 -4.87499  -0.226
C: 0.76959 3.35924 -5.85944  -0.271
C: 0.08507 3.13827 -7.20517  -0.115
H: 0.03057 4.00375 -2.75980  0.068
H: -1.56010 4.48000 -2.18234  0.073
H: -0.94686 2.86427 -1.83959  0.061
H: -1.67064 3.95089 -4.61560  0.097
H: -2.65630 2.84297 -3.69077  0.093
H: -1.44147 1.58888 -5.36957  0.102
H: -0.90763 1.11175 -3.77611  0.098
H: 0.98786 1.29456 -5.30711  0.109
H: 1.15082 2.40729 -3.97235  0.104
H: 1.84229 3.49240 -6.02188  0.103
H: 0.41299 4.29416 -5.41860  0.097
H: 0.44809 2.22372 -7.67939  0.073
H: 0.28080 3.96792 -7.88627  0.066
H: -0.99710 3.05167 -7.09729  0.063
C: 2.26537 -2.53150 0.07404  -0.109
C: 3.64694 -2.51884 0.71611  -0.261
C: 4.62560 -3.51596 0.09694  -0.231
C: 4.20064 -4.98173 0.20625  -0.235
C: 3.94672 -5.46759 1.63237  -0.272
C: 5.17593 -5.38668 2.53228  -0.114
H: 1.77343 -3.50125 0.18361  0.065
H: 1.63358 -1.77966 0.54766  0.046
H: 2.32887 -2.30339 -0.99363  0.077
H: 3.54615 -2.70513 1.78838  0.092
H: 4.06651 -1.51443 0.62950  0.111
H: 5.60793 -3.38529 0.56031  0.099
H: 4.75943 -3.27316 -0.96269  0.106
H: 4.97698 -5.60698 -0.24881  0.105
H: 3.29706 -5.14384 -0.38788  0.098
H: 3.60200 -6.50474 1.59046  0.101
H: 3.13080 -4.89500 2.08042  0.099
H: 5.99902 -5.97564 2.11996  0.071
H: 4.95682 -5.76958 3.52987  0.068
H: 5.52300 -4.35924 2.64690  0.065

---

Entry from OMol25: a molecular structure, C16H24BrHgN3OP (ωB97M-V/def2-TZVPD).

Calculated values
Spin multiplicity   2
Kohn-Sham gap (alpha / beta)   0.266 / 0.282 Eh
HOMO energy (alpha / beta)   -6.721 / -8.093 eV
<S²>   0.76

Last column: Mulliken spin population.
Atoms and positions in Å:
Hg: -0.16232 -2.57003 -2.49094  0.524
Br: 2.45158 -0.85496 -2.82491  0.015
C: 1.40898 0.72989 -2.93375  0.008
C: 2.12000 1.88558 -3.09163  -0.006
C: 1.45871 3.12581 -3.16479  0.004
C: 0.10127 3.17072 -3.07126  -0.001
C: -0.65441 1.98500 -2.89801  0.015
C: -2.06099 2.07067 -2.76408  -0.016
C: -2.80790 0.94819 -2.57143  0.019
C: -2.17239 -0.31050 -2.51693  0.029
C: -0.81282 -0.45299 -2.63913  0.410
C: -0.01389 0.71081 -2.82985  -0.024
H: 3.19814 1.84176 -3.16126  -0.001
H: 2.03745 4.03081 -3.29402  0.000
H: -0.42553 4.11613 -3.12012  0.001
H: -2.52511 3.04828 -2.81804  0.000
H: -3.88413 1.01524 -2.46879  -0.001
H: -2.79685 -1.18603 -2.37559  0.003
C: 1.24335 -0.88468 3.65560  0.000
N: 0.98975 -1.76705 2.53781  -0.002
C: 1.25443 -3.16737 2.81917  0.000
P: 0.29569 -1.29759 1.09928  0.041
O: 0.51276 -2.38025 0.11071  -0.017
N: -1.32604 -0.95920 1.24505  -0.006
C: -1.79350 -0.15011 2.35541  0.000
C: -2.30083 -1.94647 0.80600  -0.016
N: 0.95512 0.19589 0.86407  -0.004
C: 0.25325 1.37748 0.39448  0.001
C: 2.39992 0.35109 0.93423  0.000
H: 0.61328 -1.13682 4.51600  0.000
H: 1.04910 0.15073 3.38241  0.000
H: 2.28904 -0.96052 3.97346  0.000
H: 0.64209 -3.52148 3.65584  0.000
H: 2.30624 -3.30878 3.08935  0.000
H: 1.04173 -3.76683 1.93920  0.001
H: -1.07991 0.63761 2.59197  0.000
H: -1.96030 -0.74932 3.25967  0.000
H: -2.73901 0.32648 2.08595  0.000
H: -1.88207 -2.55097 0.00637  0.020
H: -3.19423 -1.43596 0.43788  0.000
H: -2.59960 -2.61353 1.62448  0.002
H: -0.75744 1.12630 0.08285  -0.001
H: 0.77491 1.80954 -0.46172  0.002
H: 0.21240 2.14062 1.18162  0.000
H: 2.87127 -0.58769 1.21790  0.000
H: 2.67357 1.11486 1.66998  0.000
H: 2.79523 0.64968 -0.04048  0.000

---

Entry from OMol25: a molecular structure, C14H22F6MnN3O4S2Si2 at a distorted geometry (ωB97M-V/def2-TZVPD).

Calculated values
Spin multiplicity   2
Kohn-Sham gap (alpha / beta)   0.127 / 0.137 Eh
HOMO energy (alpha / beta)   -3.404 / -3.521 eV
<S²>   0.84
Total charge   -1

Last column: Mulliken spin population.
Atoms and positions in Å:
Mn: 0.54019 0.27360 0.16030  1.019
F: 1.56569 0.79140 -1.89610  0.003
C: 2.83049 1.35900 -1.71660  0.001
F: 2.76039 2.55070 -2.32300  0.000
F: 3.63859 0.60730 -2.48090  0.000
S: 3.44619 1.34360 0.19140  0.035
O: 2.43129 0.25390 0.53830  -0.006
O: 4.80389 0.91430 -0.14780  0.013
N: 3.07129 3.12930 0.20050  0.030
S: 1.61109 3.33410 0.56680  0.002
O: 1.31419 3.94930 1.83260  0.000
O: 0.70789 2.22200 0.23970  -0.053
C: 1.01489 4.65590 -0.65300  0.001
F: -0.12211 5.23340 -0.23680  0.000
F: 1.92549 5.62890 -0.77290  0.000
F: 0.77409 4.17930 -1.87470  0.000
C: -1.99711 2.57290 1.79720  0.002
Si: -2.39841 1.68160 0.15160  0.000
C: -4.32861 1.63350 0.16810  -0.001
C: -2.02611 2.61350 -1.47900  -0.003
N: -1.46341 0.19290 0.12800  -0.039
C: -1.94991 -1.08500 0.17500  -0.002
C: -3.29531 -1.46250 0.20670  -0.013
C: -3.66531 -2.79340 0.25330  0.011
C: -2.69871 -3.78580 0.26100  -0.014
C: -1.35941 -3.44810 0.23000  0.011
C: -0.94841 -2.11490 0.19510  0.000
N: 0.34819 -1.67300 0.18190  -0.005
Si: 1.78369 -2.69970 0.24490  -0.001
C: 2.67359 -2.44000 1.92000  0.003
C: 2.82819 -2.42310 -1.33090  -0.001
C: 1.63999 -4.62780 0.23890  -0.001
H: -2.47921 3.54350 1.86050  -0.001
H: -0.92921 2.73450 1.89610  0.002
H: -2.32181 1.97740 2.64770  0.002
H: -4.70271 2.65430 0.17290  0.000
H: -4.72301 1.14440 1.05290  0.000
H: -4.74691 1.14290 -0.70490  0.000
H: -2.24941 3.67220 -1.39120  0.000
H: -2.60141 2.22000 -2.31270  0.000
H: -0.97741 2.51250 -1.73280  0.001
H: -4.05741 -0.70890 0.19780  0.000
H: -4.71371 -3.05650 0.28440  0.001
H: -2.98451 -4.82840 0.29460  -0.001
H: -0.62511 -4.22850 0.23500  0.003
H: 2.87889 -1.38940 2.08230  -0.001
H: 3.61979 -2.97070 1.92390  0.000
H: 2.07759 -2.80750 2.75140  -0.001
H: 3.24369 -1.42540 -1.35360  0.001
H: 2.23769 -2.56820 -2.23260  0.000
H: 3.66139 -3.11750 -1.36360  0.000
H: 1.11729 -5.01840 1.10540  0.000
H: 2.64969 -5.02690 0.27180  0.000
H: 1.16959 -5.02250 -0.65510  0.000

---

Entry from OMol25: C5H8N2O3 in the gas phase at a distorted geometry (ωB97M-V/def2-TZVPD).

Calculated values
SMILES   C[C@@H]1NOC(N)=C1C(=O)O
Kohn-Sham gap   0.342 Eh
HOMO energy   -8.763 eV
Energy relative to the best compared isomer or geometry (same formula, charge and spin)   330.0 kJ/mol

Last column: Löwdin charge in e.
Atoms and positions in Å:
C: 0.08316 -1.83140 0.94892  -0.024
C: 0.56847 -0.40871 0.85789  -0.316
N: -0.03484 0.46692 1.85180  -0.088
O: 0.01007 1.82024 1.42668  -0.095
C: -0.08492 1.63908 -0.23897  -0.109
N: -0.48505 2.81995 -0.77372  0.158
C: 0.26311 0.33730 -0.50236  -0.069
C: 0.47685 -0.32353 -1.73741  -0.532
O: 0.71735 -1.48722 -1.84270  0.113
O: 0.26358 0.48021 -2.81691  0.080
H: -0.94040 -1.81235 0.83319  0.070
H: 0.50765 -2.18695 1.79413  0.053
H: 0.41409 -2.50079 0.20420  0.068
H: 1.68274 -0.16790 1.08564  0.175
H: -1.05967 0.11863 2.00548  0.156
H: -1.06269 3.37526 -0.11107  0.138
H: -0.67576 2.77572 -1.72918  0.079
H: -0.02049 -0.02604 -3.61892  0.142